{"formula": "C4H10O2", "method": "ωB97M-V/def2-TZVPD", "symbols": ["C", "C", "O", "C", "C", "O", "H", "H", "H", "H", "H", "H", "H", "H", "H", "H"], "coordinates": [[1.71543, 0.72824, -0.32553], [0.63357, 0.33884, 0.67842], [-0.31097, 1.37773, 0.78192], [0.00481, -1.17510, 0.32770], [-1.37617, -0.94306, -0.19306], [-1.19321, -0.12248, -1.34348], [2.19450, 1.71038, -0.18757], [2.49815, -0.02953, -0.34279], [1.22785, 0.75617, -1.31050], [0.85228, -0.10788, 1.61306], [-0.60401, 1.51915, -0.13649], [-0.06410, -1.90815, 1.17219], [0.65964, -1.65611, -0.40604], [-1.94001, -0.40132, 0.58320], [-1.91779, -1.86506, -0.43893], [-2.04836, 0.00064, -1.76285]], "forces_ev_per_a": [[0.0, -0.3, 0.1], [-0.7, -2.2, -0.9], [-0.1, -0.4, -0.1], [0.0, 0.6, -0.5], [-0.1, -0.2, 0.1], [-0.5, 0.1, -0.4], [-0.4, -0.3, 0.4], [0.1, 0.0, -0.1], [0.2, -0.1, 0.1], [1.4, 1.7, 1.7], [-0.1, 0.0, 0.4], [0.3, 1.0, -0.2], [-0.2, 0.1, -0.2], [0.0, -0.1, -0.3], [0.1, 0.0, -0.1], [0.0, 0.1, -0.1]], "mulliken_charge": [-1.140, 0.158, -0.577, -0.820, -0.491, -0.524, 0.324, 0.332, 0.273, 0.379, 0.390, 0.408, 0.298, 0.280, 0.424, 0.284], "homo_lumo_gap_ev": 10.3, "lumo_ev": 0.77, "smiles": "C[C@@H](O)CCO", "energy_ha": -308.837843, "largest_force_ha_per_bohr": 0.0544, "de_lowest_kj_mol": 158.36}